[1]
DFT (wB97M-V/def2-TZVPD) results for a single C19H23N3O4S molecule.

```
50
Properties=species:S:1:pos:R:3
C -0.3650 3.1562 1.7452
C 0.2565 4.1711 0.7837
C 1.3889 3.5581 -0.0070
O 1.3061 3.3832 -1.1982
C 2.6204 3.1632 0.7967
C 3.9301 3.5572 0.0935
C 4.1503 2.7670 -1.1966
C 4.0032 1.2644 -0.9409
N 2.7397 0.9873 -0.2974
C 1.6044 0.5544 -0.8931
O 0.5534 0.4822 -0.2797
C 1.7111 0.1091 -2.3429
C 0.3471 -0.3991 -2.8091
C -0.0777 -1.5234 -1.9426
N 0.6661 -2.4917 -1.5068
N -0.1113 -3.2823 -0.7517
C -1.3039 -2.7640 -0.7605
C -2.4695 -3.2544 -0.0977
C -3.7200 -2.6747 -0.0965
C -4.6442 -3.4078 0.6486
C -4.1006 -4.5416 1.2122
C -4.7234 -5.5632 2.0496
C -6.1887 -5.3568 2.3551
O -4.0963 -6.5120 2.4673
S -2.4168 -4.7086 0.8193
O -1.3491 -1.6386 -1.5169
C 2.6231 1.6316 0.9871
H -0.6030 2.2376 1.2136
H -1.2814 3.5628 2.1662
H 0.3119 2.9234 2.5638
H 0.6309 5.0331 1.3411
H -0.5004 4.5116 0.0749
H 2.5791 3.6404 1.7792
H 4.7561 3.3639 0.7838
H 3.9216 4.6263 -0.1287
H 3.4125 3.0767 -1.9360
H 5.1457 2.9746 -1.5918
H 4.7967 0.9266 -0.2631
H 4.0913 0.7062 -1.8706
H 2.4394 -0.6993 -2.4194
H 2.0227 0.9521 -2.9603
H -0.3995 0.3922 -2.7343
H 0.4091 -0.7386 -3.8459
H -3.9389 -1.7582 -0.6142
H -5.6716 -3.1153 0.7681
H -6.5438 -6.1735 2.9774
H -6.7609 -5.3295 1.4308
H -6.3291 -4.4141 2.8787
H 3.4766 1.3468 1.6104
H 1.7012 1.2874 1.4555
```

Computed properties:
- SMILES = CCC(=O)[C@@H]1CCCN(C(=O)CCc2nnc(-c3ccc(C(C)=O)s3)o2)C1
- energy (eV) = -43572.1611
- 2S+1 = 1
- relative energy (zero: lowest compared OMol25 entry of this formula, charge and spin) (kJ/mol) = 208.9
- lowest unoccupied orbital energy (Eh) = -0.0107
- HOMO level (eV) = -8.44
- orbital gap (hartree) = 0.299
- total charge = 0



[2]
DFT (wB97M-V/def2-TZVPD) results for a single C19H23N3O4S2 molecule.

```
51
Properties=species:S:1:pos:R:3
C -5.1874 -0.4837 -1.2803
O -4.2370 0.4577 -0.8069
C -2.9548 0.2079 -1.0941
O -2.5818 -0.7898 -1.6936
C -2.0556 1.2262 -0.6097
S -2.5803 2.5694 0.3521
C -0.9816 3.1785 0.4139
C -0.0834 2.4141 -0.2605
C -0.6862 1.2797 -0.8492
N -0.0397 0.2828 -1.5476
C 1.2480 0.3249 -2.0063
O 1.9619 1.2981 -1.9445
C 1.7284 -1.0070 -2.5303
S 2.1617 -2.0462 -1.0747
C 3.1698 -0.8439 -0.2101
C 4.4602 -0.6087 -0.6449
C 5.2180 0.3844 -0.0513
C 4.6731 1.1398 0.9738
C 3.3897 0.8979 1.4249
C 2.6207 -0.1078 0.8455
N 1.3400 -0.4174 1.2759
C 0.5203 0.2400 2.1290
O 0.7532 1.2900 2.6871
C -0.7872 -0.5298 2.3440
N -1.0072 -1.4909 1.2836
C -1.8175 -2.6577 1.6005
C -3.2590 -2.3097 1.9880
C -1.7876 -3.5750 0.3805
H -5.3009 -0.3925 -2.3626
H -4.8701 -1.5022 -1.0455
H -6.1231 -0.2475 -0.7804
H -0.7841 4.0762 0.9647
H 0.9655 2.6291 -0.3364
H -0.6324 -0.5139 -1.7766
H 0.9644 -1.5582 -3.0737
H 2.6219 -0.8734 -3.1385
H 4.8615 -1.1985 -1.4556
H 6.2227 0.5731 -0.3968
H 5.2543 1.9269 1.4302
H 2.9599 1.4846 2.2201
H 0.9130 -1.2547 0.8698
H -0.6736 -1.0709 3.2895
H -1.5939 0.2049 2.4799
H -1.4025 -1.0334 0.4698
H -1.3325 -3.1622 2.4458
H -3.7387 -1.7534 1.1849
H -3.2825 -1.7010 2.8892
H -3.8304 -3.2160 2.1706
H -2.3306 -4.4944 0.5803
H -2.2431 -3.0760 -0.4726
H -0.7600 -3.8204 0.1248
```

Computed properties:
- SMILES = COC(=O)c1sccc1NC(=O)CSc1ccccc1NC(=O)CNC(C)C
- energy (eV) = -54408.9796
- 2S+1 = 1
- relative energy (zero: lowest compared OMol25 entry of this formula, charge and spin) (kJ/mol) = 0.0
- lowest unoccupied orbital energy (Eh) = 0.0016
- HOMO level (eV) = -8.34
- orbital gap (hartree) = 0.308
- total charge = 0



[3]
DFT (wB97M-V/def2-TZVPD) results for a molecular structure, C19H23N6O5S4SeTc.

```
59
Properties=species:S:1:pos:R:3
Tc -0.0771 0.3569 -0.0689
N 2.4174 -1.6760 -1.6659
C 2.6151 -2.6024 -0.5507
C 3.1020 -1.9574 0.7672
C 2.0433 -1.4721 1.7715
N 1.4229 -0.1436 1.4688
C 0.9420 -2.5003 1.9697
C 0.3215 -2.9197 0.6465
N -0.4859 -1.8100 0.0772
C 1.3754 -3.4674 -0.3195
H 3.3126 -1.2758 -1.9335
H 1.8547 -0.8878 -1.3661
H 1.5163 -1.5977 -3.1600
H 3.4082 -3.2758 -0.8916
H 3.8128 -1.1562 0.5492
H 3.6702 -2.7149 1.3109
H 2.5600 -1.3267 2.7293
H 2.1781 0.5363 1.3237
H 0.9689 0.1577 2.3343
H 0.1785 -2.1129 2.6518
H 1.3678 -3.3811 2.4506
H -0.3805 -3.7404 0.8385
H -1.3706 -1.8091 0.5831
H -0.7204 -2.0886 -0.8961
H 0.9197 -3.7013 -1.2802
H 1.7043 -4.4149 0.1105
O 3.8690 5.4826 2.0851
C 3.1380 4.6637 1.6470
S 3.4764 3.7142 0.1625
C 2.0140 2.7782 0.2047
C 1.1356 3.0145 1.2509
S -0.3648 2.1974 1.3115
S 1.5819 4.2079 2.4238
S 1.6144 1.6640 -1.0199
N -9.6327 5.2516 0.7608
C -8.7385 4.5586 0.5919
C -7.6221 3.6908 0.3834
C -6.3852 4.2286 0.0312
C -5.3054 3.3894 -0.1755
C -5.4691 2.0201 -0.0093
C -6.6975 1.4752 0.3414
C -7.7793 2.3141 0.5319
N -4.3589 1.1561 -0.2040
C -4.3628 -0.0513 -0.8493
C -3.0887 -0.5132 -0.8060
N -2.2953 0.3894 -0.1246
C -3.1067 1.3793 0.2106
H -6.2794 5.2958 -0.0957
H -4.3571 3.7935 -0.4906
H -6.8036 0.4109 0.4819
H -8.7425 1.9089 0.8060
H -5.2404 -0.4440 -1.3179
H -2.7079 -1.3984 -1.2717
H -2.8409 2.2582 0.7636
O -1.0030 -2.3227 -2.5645
Se -0.5821 -0.9554 -3.3080
O 1.0072 -1.1924 -3.8859
O -0.3935 0.2167 -2.1351
O -1.4661 -0.4210 -4.4897
```

Computed properties:
- energy (eV) = -150133.8994
- 2S+1 = 2
- lowest unoccupied orbital energy (spin up / spin down) (Eh) = -0.2014 / -0.1556
- HOMO level (spin up / spin down) (eV) = -11.73 / -11.49
- orbital gap (spin up / spin down) (hartree) = 0.230 / 0.267
- total charge = +1